[1]
Density functional theory data (ωB97M-V/def2-TZVPD) for C62H41I4N10SSc as an isolated structure at a distorted geometry.

The geometry in XYZ format:
```
119
Properties=species:S:1:pos:R:3:forces:R:3
Sc -0.495189 0.085361 -0.287169 -1.303 2.674 2.527
I -3.440389 -7.657639 5.743131 -0.031 -0.074 0.066
C -2.848889 -6.128139 4.464131 0.124 0.372 -0.276
C -3.393189 -4.851839 4.611031 0.138 0.185 -0.250
C -2.992089 -3.824339 3.752431 0.112 -0.417 0.082
C -2.052889 -4.068539 2.744031 0.217 -0.202 0.235
C -1.513089 -5.356139 2.610531 -0.330 0.035 0.255
C -1.909189 -6.386039 3.466731 0.000 0.268 -0.193
C -1.620889 -2.962339 1.875931 1.243 2.268 -0.104
C -1.744089 -2.906739 0.541631 -0.402 -1.219 -0.394
C -2.329089 -3.919839 -0.307169 -0.245 -0.961 -0.429
C -2.514589 -3.368839 -1.506269 -0.580 -0.677 -0.286
C -2.222689 -1.949339 -1.336769 -0.333 -1.902 0.006
C -2.993589 -1.043439 -2.011369 -0.996 1.676 1.835
C -3.477889 -1.344739 -3.381969 -0.592 0.040 -0.074
C -2.497889 -1.520539 -4.377469 -9.223 -4.162 -0.667
C -2.846889 -1.752339 -5.708069 -0.410 0.278 1.002
C -4.191789 -1.792139 -6.061069 -0.097 0.237 0.279
I -4.723489 -2.086839 -8.049069 -0.080 -0.021 -0.175
C -5.181289 -1.637439 -5.088369 0.219 -0.028 0.177
C -4.823289 -1.435739 -3.748869 0.183 0.274 -0.396
C -3.329889 0.260061 -1.331069 -1.403 -2.086 -2.165
N -2.629889 0.851161 -0.423069 2.694 -1.551 -0.141
C -3.151589 2.068261 -0.145369 -0.764 -0.101 0.274
C -2.485289 3.044661 0.516531 2.721 -0.524 0.627
C -3.248789 4.278161 0.831331 0.242 0.458 0.354
C -3.350589 5.331861 -0.082969 -0.222 0.033 0.420
C -4.084289 6.475261 0.245831 0.046 -0.210 0.068
C -4.711689 6.565861 1.490331 0.317 -0.400 -0.223
I -5.805289 8.266461 1.975531 -0.063 0.110 0.022
C -4.613189 5.523561 2.410831 0.144 -0.204 -0.153
C -3.882489 4.381361 2.079931 0.025 0.289 -0.312
C -1.016389 2.889661 0.989831 -2.686 1.331 -1.425
C -0.257789 3.909061 1.566931 0.389 1.141 0.760
C 0.940511 3.321661 1.981031 -0.575 1.794 1.547
C 0.773211 1.982161 1.728931 2.423 -1.112 0.610
N -0.232589 1.806561 0.915531 -4.227 -0.862 1.441
C 1.484911 0.808061 2.257931 -1.205 1.872 -0.287
C 0.738111 -0.313939 2.427731 -0.293 0.407 1.138
C 1.268011 -1.448039 3.142031 1.431 1.736 4.082
C 0.382511 -2.418739 3.172631 -2.490 0.689 1.558
C -0.700289 -1.869539 2.328231 -1.971 -2.777 2.045
N -0.595389 -0.602139 1.974331 2.226 -1.208 0.712
C 2.950111 0.814361 2.468331 -0.487 -1.066 0.604
C 3.579711 1.469761 3.527531 1.372 -0.581 0.568
C 4.978611 1.499861 3.595631 -3.328 -0.268 3.087
C 5.744711 0.874761 2.606831 -1.530 -10.054 2.458
I 7.820911 0.943361 2.700831 1.282 -0.654 0.499
C 5.128311 0.214061 1.548631 4.045 -10.516 6.517
C 3.736211 0.189961 1.480331 -2.310 -2.821 5.120
C -4.437489 2.086861 -0.803469 -1.101 1.563 -0.053
C -4.567189 1.018061 -1.603569 1.211 -0.201 0.530
N -1.379589 -1.864039 -0.245369 -5.219 1.681 -0.455
H -4.128789 -4.637839 5.380531 0.117 -0.141 -0.076
H -3.417889 -2.827839 3.857831 0.104 -0.197 -0.002
H -0.777789 -5.549339 1.831031 -0.101 0.035 0.151
H -1.477389 -7.373939 3.338231 -0.116 0.102 0.117
H -2.581889 -4.925439 -0.025469 -0.068 -0.109 0.181
H -2.988289 -3.841239 -2.348069 -0.074 0.063 -0.213
H -1.444589 -1.480939 -4.095069 -10.529 -6.387 1.930
H -2.057789 -1.891939 -6.440569 -0.069 -0.223 -0.338
H -6.233589 -1.673539 -5.354069 0.185 -0.060 -0.050
H -5.600389 -1.355039 -2.994969 0.049 -0.038 -0.083
H -2.864689 5.257761 -1.053569 -0.059 -0.008 0.194
H -4.158789 7.281361 -0.478669 -0.042 -0.074 0.182
H -5.097589 5.578061 3.382031 0.045 0.094 -0.194
H -3.809389 3.561061 2.794031 0.031 0.187 -0.199
H -0.553789 4.939061 1.707131 -0.012 -0.040 -0.002
H 1.742011 3.796861 2.525631 -0.164 -0.062 0.091
H 2.240411 -1.500639 3.604831 0.209 0.294 -0.137
H 0.477811 -3.401539 3.595631 -0.214 -0.116 -0.031
H 2.990011 1.967361 4.292431 0.089 -0.049 -0.172
H 5.457711 2.022561 4.418631 0.015 -0.043 -0.239
H 5.702111 -0.273539 0.765131 0.074 -0.037 0.298
H 3.248711 -0.307139 0.638531 0.823 -0.938 0.682
H -5.165289 2.873161 -0.696269 -0.059 0.177 0.026
H -5.394789 0.747261 -2.222269 -0.148 -0.026 -0.227
N -0.594889 -1.067639 -4.393769 15.094 6.126 -1.981
C -1.003889 -0.139239 -3.493369 3.846 4.105 1.387
N -0.557289 -0.460239 -2.303869 1.513 -0.792 -3.743
C 0.140911 -1.625239 -2.523569 -0.152 -0.393 -1.249
N 0.137511 -2.029339 -3.807769 1.652 0.810 1.071
C 0.797411 -2.303939 -1.424069 0.502 -0.900 0.326
C 1.513211 -3.481339 -1.596969 0.301 -0.542 0.859
N 2.131211 -4.122939 -0.570069 -0.584 1.123 0.278
C 1.997911 -3.528939 0.637531 0.024 -0.752 -1.635
C 1.284311 -2.353839 0.813731 -0.005 0.575 -2.866
N 0.669311 -1.715039 -0.207069 3.973 -2.584 -1.002
H -0.769789 -1.111539 -5.391369 0.556 0.365 -0.011
H -1.604889 0.721161 -3.749969 0.021 -0.181 0.134
H 1.613811 -3.949639 -2.570469 -0.093 0.175 0.002
H 2.484211 -4.026239 1.469131 -0.033 0.077 0.068
H 1.187211 -1.890639 1.789031 1.306 -1.232 -3.624
N 1.537911 0.733661 -0.287169 -0.982 -3.363 0.589
S 2.124511 1.825561 -1.144469 2.797 0.562 -0.133
C 3.288311 2.482561 0.088231 0.513 3.505 -1.225
C 4.305911 1.740761 0.700131 -0.693 5.289 -3.291
C 5.180411 2.345761 1.607331 -1.634 7.542 -3.615
C 5.045211 3.699161 1.913131 -0.418 0.816 -0.875
C 4.031911 4.446761 1.315531 0.487 -0.222 0.548
C 3.160011 3.838761 0.409031 -0.101 -0.885 -0.758
C 3.332311 0.821261 -2.062669 1.292 0.571 -1.558
C 4.332211 1.495961 -2.777569 0.082 -0.307 -0.138
C 5.265911 0.795361 -3.546069 -0.338 0.144 0.290
C 5.201711 -0.594239 -3.621469 -0.190 -0.041 0.134
C 4.198211 -1.278039 -2.937669 -0.001 0.454 0.048
C 3.263611 -0.572239 -2.173469 -0.126 0.405 0.325
H 2.153311 0.385161 0.461731 -1.500 0.711 -1.764
H 4.411911 0.684861 0.471331 0.947 3.541 -5.493
H 5.960911 1.752261 2.072431 2.682 7.915 -5.256
H 5.722511 4.167661 2.619631 0.033 -0.028 -0.087
H 3.911811 5.498661 1.551831 0.008 -0.097 0.030
H 2.365511 4.417561 -0.054269 0.104 -0.048 0.085
H 4.377411 2.580461 -2.729869 0.055 -0.058 0.011
H 6.033811 1.340361 -4.085069 -0.061 -0.065 0.056
H 5.923611 -1.141939 -4.218269 -0.063 0.053 0.060
H 4.128211 -2.359139 -2.998169 -0.008 0.081 0.017
H 2.471911 -1.111739 -1.660969 0.518 0.369 -0.090
H -0.495189 1.654061 -1.287569 0.278 0.214 -0.861
```
Forces are in eV/Å.

Kohn-Sham gap (spin up / spin down): 5.51 / 5.51 eV
Energy: -143768.8285 eV



[2]
Density functional theory data (ωB97M-V/def2-TZVPD) for a 5-piece molecular cluster, C62H43ClN5O9 overall at a distorted geometry.

The geometry in XYZ format:
```
120
Properties=species:S:1:pos:R:3:forces:R:3
N -2.379244 0.444415 -1.272623 -0.288 0.630 -3.120
C -2.232582 0.954303 -2.635386 -0.819 0.667 0.075
C -2.990204 2.349874 -2.893078 0.563 -1.066 0.053
N -4.101264 2.449367 -1.937761 2.111 1.043 -1.647
C -4.250265 3.068734 -0.776232 -1.935 -1.237 -0.799
N -5.488679 2.785985 -0.330712 0.067 0.427 0.882
C -6.080866 1.977979 -1.218448 1.042 0.436 0.098
N -7.291616 1.435622 -1.151475 0.041 -0.279 -0.261
C -7.708915 0.570540 -2.264552 0.790 -0.163 0.968
C -9.038327 -0.159256 -2.014437 -0.805 0.370 -1.022
O -9.898557 -0.091089 -2.831915 0.394 -0.156 0.475
Cl -9.280852 -1.136478 -0.548707 0.651 0.617 -0.413
N -5.209900 1.764359 -2.250640 -1.033 -0.108 0.866
H -2.123182 1.150265 -0.607667 -0.659 0.734 -0.572
H -3.295835 0.045750 -1.100324 0.105 0.196 0.262
H -1.171278 1.157882 -2.830618 -0.338 -0.477 -0.226
H -2.692876 0.230452 -3.324251 0.728 0.026 0.097
H -2.314515 3.211136 -2.820350 -0.406 -0.188 0.304
H -3.404003 2.323699 -3.916539 0.079 0.313 0.482
H -3.472710 3.687483 -0.333507 -0.376 -0.168 0.014
H -7.861265 1.639785 -0.340783 0.021 -0.098 -0.143
H -6.922528 -0.206680 -2.388429 -0.469 0.177 0.017
H -7.724798 1.193926 -3.174742 -0.651 -0.533 0.187
H -5.268553 1.239003 -3.111428 -0.012 0.064 0.101
C -3.603389 -6.350123 -7.129158 -0.002 0.083 0.041
C -4.028846 -5.025803 -7.170043 0.034 -0.043 0.026
C -3.621202 -4.134856 -6.190687 -0.097 -0.022 -0.147
C -2.795727 -4.566838 -5.158827 0.011 -0.090 -0.001
C -2.387407 -5.902976 -5.105208 -0.025 0.163 0.029
C -2.785316 -6.787815 -6.099338 -0.084 -0.074 -0.140
C -1.540089 -6.395826 -3.980106 0.138 -0.408 0.021
O -1.182588 -7.553495 -3.936496 -0.037 0.065 -0.025
C -1.152527 -5.437923 -2.910091 0.016 0.028 0.077
C -0.410772 -5.879609 -1.817805 0.110 0.087 0.210
C -0.038668 -4.984334 -0.822885 -0.095 -0.020 -0.175
C -0.399999 -3.642475 -0.919687 -0.007 -0.095 0.081
C -1.139385 -3.204741 -2.002240 0.031 0.117 0.158
C -1.525033 -4.098404 -2.994482 0.038 -0.106 0.006
C -2.347035 -3.604892 -4.122682 0.049 0.329 0.145
O -2.639422 -2.422458 -4.174497 -0.301 0.199 -0.229
H -3.915598 -7.042677 -7.900456 0.010 0.015 0.021
H -4.677518 -4.689671 -7.969165 0.027 -0.012 0.011
H -3.948936 -3.104231 -6.227799 0.103 0.003 0.095
H -2.460135 -7.819453 -6.067756 0.053 0.055 0.132
H -0.127352 -6.921195 -1.740609 -0.061 0.007 -0.140
H 0.533491 -5.330297 0.028422 0.004 0.021 -0.029
H -0.106089 -2.942548 -0.148732 0.071 -0.044 -0.026
H -1.423312 -2.162267 -2.072574 -0.037 -0.059 -0.083
C 4.360753 -1.227958 -3.300015 0.051 0.027 0.052
C 5.663062 -0.752873 -3.176318 -0.068 -0.031 0.043
C 6.280917 -0.733133 -1.936377 0.067 0.062 -0.178
C 5.595661 -1.177555 -0.811973 -0.156 -0.028 -0.012
C 4.280842 -1.631796 -0.932313 0.117 0.040 0.008
C 3.670790 -1.665589 -2.181310 -0.056 0.042 -0.180
C 3.516393 -2.064589 0.266211 -0.356 -0.120 -0.067
O 2.371487 -2.460962 0.159325 -0.001 0.034 0.044
C 4.173439 -1.991980 1.597233 0.104 0.038 0.045
C 3.454475 -2.338291 2.736199 -0.064 -0.031 0.165
C 4.061090 -2.286244 3.980785 0.059 0.034 -0.030
C 5.392399 -1.896374 4.092970 -0.063 0.003 -0.043
C 6.111934 -1.544831 2.962011 0.024 0.017 0.191
C 5.503618 -1.582014 1.712800 -0.141 -0.058 0.000
C 6.275973 -1.168033 0.510767 0.415 0.054 -0.037
O 7.435530 -0.823369 0.607665 -0.054 0.044 0.028
H 3.882976 -1.251197 -4.271528 0.017 -0.010 0.021
H 6.196391 -0.399857 -4.049882 -0.004 -0.021 0.023
H 7.295500 -0.368203 -1.843471 -0.027 -0.058 0.137
H 2.655961 -2.030027 -2.279223 0.025 -0.018 0.145
H 2.419805 -2.645112 2.652442 0.040 0.001 -0.141
H 3.498004 -2.551606 4.866768 0.014 -0.003 -0.023
H 5.866901 -1.863159 5.065533 -0.009 -0.001 -0.027
H 7.145675 -1.237469 3.052488 -0.020 0.014 -0.145
C -1.572542 0.405031 1.250965 -0.003 -0.399 -0.102
C -1.145772 1.670388 1.647790 -0.089 -0.202 0.129
C -0.867965 1.925319 2.983718 0.035 0.316 -0.238
C -1.028248 0.921729 3.930355 -0.063 -0.162 -0.119
C -1.479167 -0.340446 3.538185 0.041 0.109 -0.011
C -1.738305 -0.597693 2.197477 -0.003 0.118 -0.135
C -1.701952 -1.413398 4.547237 -0.135 -0.434 -0.032
O -2.090052 -2.511426 4.203462 0.018 0.072 -0.038
C -1.447770 -1.108997 5.979091 0.041 0.148 0.053
C -1.704134 -2.079635 6.940814 -0.024 -0.114 0.160
C -1.458388 -1.811703 8.277649 0.034 0.071 -0.027
C -0.946420 -0.575216 8.659807 -0.024 -0.049 -0.064
C -0.694055 0.397854 7.706515 0.013 0.004 0.193
C -0.952030 0.139168 6.365489 -0.051 -0.149 -0.061
C -0.709784 1.204040 5.357120 0.173 0.409 0.232
O -0.266742 2.284310 5.687281 -0.030 -0.048 -0.063
H -1.783308 0.204777 0.165665 1.291 -1.089 3.317
H -1.023726 2.461224 0.910064 0.134 0.054 0.114
H -0.529613 2.909411 3.284767 0.032 -0.081 0.120
H -2.074232 -1.580727 1.890627 0.019 -0.025 0.151
H -2.099182 -3.043359 6.646968 0.030 0.066 -0.131
H -1.663533 -2.567229 9.025459 0.008 0.015 -0.023
H -0.748451 -0.370455 9.704300 -0.005 -0.002 -0.027
H -0.300369 1.360032 8.006992 -0.024 0.018 -0.147
C 3.166412 8.883335 -0.534185 -0.048 -0.052 0.014
C 1.824804 8.561095 -0.354186 0.053 -0.033 0.006
C 1.467986 7.303205 0.103237 -0.074 0.162 -0.065
C 2.450303 6.356578 0.372148 0.106 0.026 -0.039
C 3.795250 6.673162 0.168637 -0.158 -0.019 0.022
C 4.149100 7.941884 -0.274213 -0.004 0.174 -0.069
C 4.857714 5.658203 0.404486 0.451 0.100 -0.047
O 6.025935 5.933967 0.231271 -0.063 -0.010 -0.006
C 4.456246 4.296727 0.848431 -0.131 -0.091 0.017
C 5.428929 3.318384 1.019221 0.095 -0.148 0.020
C 5.068935 2.049484 1.444957 -0.071 0.013 -0.005
C 3.735261 1.754737 1.711156 0.007 0.038 -0.031
C 2.760736 2.724804 1.537426 0.020 -0.172 0.017
C 3.115200 3.995541 1.096637 0.088 0.023 -0.007
C 2.056949 5.016654 0.879552 -0.349 -0.127 0.119
O 0.888369 4.757200 1.108140 -0.045 -0.041 -0.096
H 3.444086 9.869889 -0.883055 -0.002 -0.025 0.012
H 1.057887 9.294531 -0.569416 0.023 -0.009 0.021
H 0.424212 7.057029 0.247750 0.071 -0.107 0.078
H 5.191469 8.193331 -0.419919 0.007 -0.148 0.036
H 6.467434 3.545351 0.816309 -0.064 0.133 -0.010
H 5.828433 1.287434 1.572449 0.001 0.073 0.022
H 3.456301 0.764172 2.050989 0.009 0.016 0.019
H 1.723878 2.490370 1.741094 0.001 0.117 -0.030
```
Forces are in eV/Å.

Net charge: +1
ΔE to the lowest compared entry with this formula, charge and spin: 13.8 kcal per mole
Kohn-Sham gap: 8.27 eV
Energy: -103386.8146 eV